(1)
{
  "formula": "C6H9N",
  "method": "ωB97M-V/def2-TZVPD",
  "homo_lumo_gap_ev": 11.30,
  "smiles": "C[C@@H]1[C@H](C)[C@@H]1C#N",
  "e_lumo_ev": 0.9,
  "total_charge": 0,
  "elements": ["C", "C", "C", "C", "C", "C", "N", "H", "H", "H", "H", "H", "H", "H", "H", "H"],
  "xyz": [[1.410774, -0.963763, -0.182044], [0.092891, -0.653842, -0.860239], [-0.634600, 0.637694, -0.626706], [-0.069806, 1.767683, 0.202485], [-1.155927, -0.644234, 0.001639], [-0.967641, -0.879289, 1.410969], [-0.784225, -1.089445, 2.540309], [1.629808, -2.033025, -0.249428], [2.227918, -0.411452, -0.657514], [1.384486, -0.726052, 0.877938], [-0.038653, -1.092313, -1.849302], [-1.256011, 0.969521, -1.458346], [0.498719, 1.402303, 1.062583], [0.596652, 2.389954, -0.405917], [-0.874778, 2.405565, 0.583297], [-2.079358, -1.070482, -0.377209]],
  "forces_ev_per_angstrom": [[0.06, 0.00, -0.35], [0.10, -0.05, -0.05], [-0.01, 0.09, -0.02], [0.04, -0.03, 0.06], [-0.29, -0.12, 0.08], [0.16, -0.24, 1.59], [-0.30, 0.34, -1.60], [-0.02, 0.10, -0.07], [-0.06, -0.10, 0.11], [0.08, 0.13, 0.00], [0.02, 0.06, 0.24], [0.15, -0.09, 0.14], [-0.09, 0.05, -0.12], [-0.11, -0.11, 0.09], [0.12, -0.10, -0.06], [0.15, 0.07, -0.04]],
  "lowdin_charge": [-0.0595, -0.2519, -0.2554, -0.0556, -0.2043, -0.2125, 0.1553, 0.0844, 0.0843, 0.0620, 0.1369, 0.1365, 0.0752, 0.0823, 0.0831, 0.1391]
}



(2)
{
  "formula": "C3H6N2O",
  "method": "ωB97M-V/def2-TZVPD",
  "homo_lumo_gap_ev": 7.35,
  "e_lumo_ev": 0.0,
  "total_charge": 0,
  "elements": ["N", "C", "C", "O", "C", "N", "H", "H", "H", "H", "H", "H"],
  "xyz": [[-0.096590, 0.355328, 0.288013], [-0.388964, 0.511971, -1.164818], [0.900372, -0.762286, 0.418437], [1.492856, -0.860336, 1.665772], [-1.710275, 0.879155, -1.443324], [-2.834391, 1.111138, -1.675861], [0.256206, 1.191837, 0.771516], [-0.961706, 0.093882, 0.767040], [0.435898, 1.023912, -1.648589], [0.323266, -1.627263, 0.096667], [1.660564, -0.548034, -0.330366], [0.922764, -1.369304, 2.255512]],
  "forces_ev_per_angstrom": [[-0.01, 0.04, 0.20], [0.09, 0.13, -0.06], [-0.13, -0.09, -0.42], [-0.30, 0.07, 0.21], [-0.92, 0.24, -0.16], [1.03, -0.20, 0.27], [0.01, -0.10, -0.10], [0.10, 0.09, -0.12], [-0.24, 0.01, -0.04], [0.20, -0.20, 0.07], [0.02, -0.02, 0.16], [0.16, 0.04, -0.01]],
  "lowdin_charge": [-0.0153, -0.2168, -0.2407, -0.0053, -0.3633, 0.0680, 0.1694, 0.1654, 0.0694, 0.1351, 0.1305, 0.1037]
}



(3)
{
  "formula": "C35H26BrF5N2O4OsS2",
  "method": "ωB97M-V/def2-TZVPD",
  "homo_lumo_gap_ev": [6.39, 6.53],
  "e_lumo_ev": [-1.9, -1.8],
  "total_charge": 0,
  "elements": ["Os", "C", "C", "C", "C", "C", "C", "C", "S", "O", "O", "N", "C", "C", "C", "C", "C", "C", "C", "C", "N", "C", "H", "H", "H", "H", "H", "H", "H", "H", "H", "H", "H", "H", "H", "F", "C", "C", "F", "C", "F", "C", "S", "C", "F", "C", "F", "Br", "C", "C", "C", "C", "C", "C", "C", "O", "O", "H", "H", "H", "H", "C", "C", "C", "C", "C", "C", "H", "H", "H", "H", "H", "H", "H", "H", "H"],
  "xyz": [[-0.622690, 0.593829, 0.065757], [3.253515, -3.473493, 5.261704], [2.043994, -2.900925, 4.576520], [2.069683, -2.595490, 3.218160], [0.988552, -1.985357, 2.606634], [-0.136592, -1.689825, 3.363601], [-0.199061, -2.011359, 4.712098], [0.894668, -2.611633, 5.311019], [-1.473962, -0.785200, 2.650893], [-2.684118, -1.101656, 3.341403], [-1.077587, 0.610817, 2.611594], [-1.477704, -1.110202, 1.072032], [-1.855093, -2.306881, 0.490384], [-2.245119, -3.455373, 1.135893], [-2.646632, -4.575067, 0.381486], [-2.675152, -4.543093, -0.983932], [-2.249027, -3.382694, -1.669006], [-2.190433, -3.255116, -3.074212], [-1.684492, -2.113155, -3.625358], [-1.218110, -1.081172, -2.787789], [-1.286170, -1.165275, -1.480572], [-1.806212, -2.280950, -0.914475], [3.850882, -4.075049, 4.578269], [2.968074, -4.084579, 6.116679], [3.875915, -2.653084, 5.625713], [2.955519, -2.815407, 2.635205], [1.021228, -1.732778, 1.554025], [-1.100773, -1.788867, 5.267520], [0.872509, -2.843341, 6.368694], [-2.264002, -3.479378, 2.217039], [-2.934800, -5.480233, 0.899329], [-3.013753, -5.404097, -1.545680], [-2.538861, -4.069389, -3.697888], [-1.613056, -1.990536, -4.696810], [-0.774569, -0.176905, -3.181851], [2.311452, 2.078673, 6.153973], [1.816018, 2.221535, 4.926483], [2.233892, 1.385004, 3.907189], [3.135427, 0.428378, 4.150394], [1.719253, 1.548342, 2.638411], [2.100026, 0.688198, 1.684906], [0.774638, 2.521001, 2.337447], [0.100465, 2.734630, 0.727584], [0.363445, 3.338999, 3.381732], [-0.566496, 4.268630, 3.170191], [0.867816, 3.191285, 4.661445], [0.434255, 3.977778, 5.647481], [-5.361205, 6.380813, -4.854473], [-4.208986, 5.101041, -4.055288], [-2.959544, 4.879035, -4.611508], [-2.133880, 3.925548, -4.037928], [-2.554260, 3.215401, -2.921221], [-3.803045, 3.468096, -2.365026], [-4.643316, 4.412009, -2.935889], [-1.641249, 2.170250, -2.335696], [-0.674394, 1.798303, -2.979639], [-2.004515, 1.750069, -1.157215], [-2.643003, 5.443596, -5.477040], [-1.153896, 3.723926, -4.447876], [-4.109404, 2.919344, -1.485379], [-5.619818, 4.611419, -2.517803], [2.210387, 0.062196, -4.242256], [2.890496, 0.382077, -2.900231], [3.897669, -0.710822, -2.514939], [3.586245, 1.746434, -2.990326], [1.840607, 0.432630, -1.876705], [0.934811, 0.447549, -1.072004], [2.943315, 0.094690, -5.051274], [1.428755, 0.797442, -4.435182], [1.755140, -0.929281, -4.214324], [4.696003, -0.755791, -3.258441], [3.405214, -1.682243, -2.461017], [4.333074, -0.491564, -1.539771], [4.342317, 1.713280, -3.777059], [4.068995, 2.000867, -2.046538], [2.860748, 2.524148, -3.229268]],
  "forces_ev_per_angstrom": [[-1.83, -0.64, -2.30], [-0.09, 0.07, -0.07], [-0.01, 0.02, 0.06], [0.00, 0.03, 0.01], [-0.04, 0.00, 0.02], [-0.12, -0.08, -0.12], [-0.11, -0.01, -0.01], [0.07, 0.04, -0.06], [0.07, 0.29, 0.26], [0.00, -0.39, -0.11], [-0.14, 0.20, 0.40], [0.84, 1.82, -0.19], [-0.14, -0.34, 0.02], [0.04, 0.26, 0.11], [0.03, -0.06, -0.04], [-0.07, -0.07, 0.02], [0.13, 0.06, 0.05], [0.01, 0.04, -0.04], [-0.01, -0.10, 0.01], [0.14, 0.02, 0.04], [0.19, 0.85, 0.54], [-0.03, -0.26, -0.22], [0.02, 0.00, 0.02], [0.03, -0.02, 0.00], [0.06, -0.05, 0.02], [0.00, -0.01, 0.00], [0.04, -0.04, -0.01], [0.04, 0.00, 0.05], [-0.05, -0.02, 0.00], [-0.05, -0.10, -0.01], [-0.05, 0.04, 0.04], [0.03, 0.02, -0.04], [0.01, -0.01, 0.00], [-0.01, 0.03, 0.00], [0.00, -0.04, -0.01], [-0.01, 0.01, 0.02], [-0.05, -0.06, -0.02], [0.08, -0.08, -0.07], [-0.01, 0.01, 0.05], [-0.14, 0.08, 0.00], [0.11, 0.03, 0.00], [0.69, 0.00, -0.05], [-0.92, -0.61, 0.17], [-0.05, -0.08, -0.20], [0.03, 0.06, 0.07], [-0.05, 0.10, 0.09], [0.03, 0.01, -0.01], [0.04, -0.02, 0.03], [-0.08, 0.08, -0.06], [-0.01, -0.02, 0.05], [0.00, 0.00, -0.05], [-0.18, -0.14, 0.31], [0.01, 0.06, -0.04], [0.03, -0.05, 0.03], [0.08, 0.30, -0.55], [0.00, 0.20, 0.15], [1.51, -1.11, 1.39], [0.01, -0.01, -0.01], [-0.01, -0.02, -0.01], [-0.02, 0.02, 0.00], [0.00, 0.00, 0.00], [0.11, 0.05, 0.06], [-0.16, -0.08, 0.02], [-0.03, 0.11, -0.07], [-0.05, -0.06, 0.04], [0.09, -0.12, 0.20], [-0.16, -0.10, 0.14], [-0.02, -0.04, -0.02], [0.00, -0.01, -0.06], [0.01, -0.01, -0.02], [0.01, -0.04, 0.00], [0.03, -0.02, -0.02], [0.04, -0.02, -0.01], [0.02, 0.03, 0.01], [0.00, 0.00, 0.00], [0.02, 0.02, -0.01]],
  "lowdin_charge": [1.3755, -0.0398, -0.2613, -0.0251, -0.0587, -0.2829, -0.0395, -0.0238, 0.6097, -0.2510, -0.3683, -0.2473, -0.2566, 0.0013, -0.0607, -0.0346, -0.1453, 0.0061, -0.0184, -0.0811, 0.0536, -0.1580, 0.0798, 0.0794, 0.0893, 0.1229, 0.1041, 0.1190, 0.1182, 0.1102, 0.1101, 0.1141, 0.1222, 0.1123, 0.0875, 0.1312, -0.1329, -0.1383, 0.1201, -0.2494, 0.0668, -0.5020, 0.7579, -0.2412, 0.0997, -0.1350, 0.1275, 0.7273, -0.6865, -0.1171, -0.0096, -0.1261, -0.0086, -0.1169, -0.5799, 0.0129, -0.1799, 0.1005, 0.1192, 0.1187, 0.1012, -0.0453, -0.6166, -0.0480, -0.0404, -0.0834, -0.2498, 0.0856, 0.0788, 0.0807, 0.0852, 0.0838, 0.0852, 0.0852, 0.0875, 0.0895]
}